1.
A molecular structure, C30H59BrNO16S2 in a non-equilibrium geometry. Source: OMol25; level of theory: the ωB97M-V functional and the def2-TZVPD basis.

```
109
Properties=species:S:1:pos:R:3:forces:R:3
Br 6.2819 -3.7731 0.8632 -0.04 -0.18 0.08
S 5.0884 -1.7848 4.3606 0.14 0.57 1.26
S 2.9452 -0.0332 4.5539 -0.14 0.05 1.05
O -9.2726 0.1935 -2.5962 0.29 -0.05 -0.16
O 3.6211 0.9297 3.7443 1.00 0.00 -1.86
O -1.2398 -1.3691 0.8583 -0.15 -0.50 -0.06
O 6.0800 -0.8293 4.0206 0.72 1.84 -1.10
O 4.6597 -2.0494 -5.0653 0.09 -0.39 0.09
O 2.2727 0.6199 5.6304 -1.11 0.02 1.58
O 1.7642 -5.7579 7.2119 -0.28 -4.26 1.99
O -0.0040 0.3909 1.1956 0.33 -0.19 0.06
O 2.9923 3.7260 -2.5920 -0.05 -0.05 -0.13
O 4.3623 2.1112 -2.0261 0.01 -0.24 -0.43
O 4.1471 -1.6821 -2.9580 0.16 -0.20 0.12
O 0.8266 -4.5197 5.6749 -0.24 0.60 -0.67
O -9.4998 2.3817 -2.5454 0.33 -0.02 -0.32
O -4.1300 0.3127 -2.4125 0.15 -0.12 -0.12
O 5.6757 -2.8166 5.1580 -0.49 -2.02 0.75
O -4.0482 1.9507 -3.8739 0.31 -0.21 -0.17
N 3.8487 -1.2008 5.2173 -0.12 -0.20 -1.90
C 5.5964 1.6334 -1.4650 0.19 -0.18 0.41
C 4.4197 -1.8718 -6.4583 0.03 0.18 -0.15
C -10.4900 4.0407 -1.0625 -0.01 -0.12 0.11
C -6.1621 1.5021 -2.6718 -0.10 -0.21 -0.45
C -0.3272 2.7778 1.4854 -0.20 -0.09 0.06
C -0.1899 -2.5632 3.7216 0.67 0.11 0.19
C 3.9972 -1.3673 -4.1012 -0.14 0.49 -0.10
C -4.7185 1.1838 -2.9842 -0.42 0.30 0.22
C 4.6727 4.3410 -1.0350 0.38 0.14 -0.27
C -4.6826 2.8937 -4.7343 -0.13 0.22 0.01
C 2.6528 -3.6304 7.0622 -0.14 0.39 -0.43
C -9.9806 1.1314 -2.3765 -0.45 0.05 0.39
C 4.0724 -4.8879 2.3367 -0.03 -0.44 -0.57
C 0.4893 1.6777 0.8381 0.01 0.41 0.04
C 0.6685 -1.5996 4.5304 -0.12 0.61 -0.43
C -11.3778 0.9472 -1.8287 -0.28 0.15 -0.41
C 4.5817 -2.4990 2.7818 0.31 -0.52 0.17
C 3.9592 3.3844 -1.9619 -0.03 0.17 0.39
C 1.7246 -4.7373 6.6691 0.61 3.11 -0.55
C -4.8910 4.2271 -4.0459 -0.04 0.01 0.15
C 1.4275 -4.4723 4.3762 -0.27 -0.35 -0.45
C 5.4554 1.2977 0.0062 -0.17 0.15 -0.01
C -10.3071 3.5587 -2.4867 -0.16 0.15 0.21
C -1.8661 0.5329 -0.4178 0.51 -0.04 -0.30
C 5.2112 -0.7074 -7.0185 0.01 0.14 0.08
C 3.1594 -0.1708 -4.4867 -0.38 -0.23 -0.26
C 5.1907 -3.8865 2.5055 -0.67 0.27 -0.09
C 0.4807 -3.8838 3.3468 -0.41 -0.16 0.63
C 1.5960 -0.7658 3.6256 0.16 -0.42 0.77
C -1.0101 -0.2324 0.5637 -0.31 0.56 -0.15
H -11.8030 0.0524 -2.2756 0.14 -0.13 0.11
H -5.3254 4.9515 -4.7361 0.02 0.00 -0.02
H -6.6840 0.5728 -2.4640 0.06 -0.01 0.18
H 4.9213 -1.8290 2.0144 -0.01 0.58 -0.08
H -11.2573 3.4036 -2.9998 -0.02 -0.07 0.05
H -6.6988 1.9796 -3.4874 0.01 0.15 0.09
H 4.6611 0.5664 0.1519 0.06 -0.08 -0.04
H -0.0039 -0.8812 4.9801 -0.15 0.20 0.29
H 1.0230 0.0858 3.2998 0.08 0.33 -0.33
H -6.2006 2.1391 -1.7889 0.01 0.01 0.00
H -0.3400 2.6495 2.5689 0.12 0.01 -0.02
H 5.0585 -0.6219 -8.0952 0.00 -0.02 0.00
H 4.7495 -2.7953 -6.9322 0.03 -0.07 0.14
H 3.7628 0.7292 -4.3747 -0.05 0.03 0.06
H -9.7665 4.3127 -3.0566 0.12 -0.12 -0.06
H 6.4045 2.3417 -1.6587 -0.07 0.09 0.02
H 1.1909 -2.0440 5.3605 0.30 -0.35 0.06
H 1.9381 -1.3045 2.7530 0.19 -0.12 -0.23
H -0.3120 -4.6152 3.2330 -0.22 -0.21 -0.28
H -2.7454 0.9132 0.0990 -0.03 -0.03 0.00
H -4.0050 3.0233 -5.5768 0.10 -0.11 0.05
H -5.5514 4.1339 -3.1836 -0.07 -0.01 -0.05
H 6.3855 0.8858 0.3964 -0.01 -0.03 0.01
H -1.3467 1.3562 -0.9052 -0.06 0.10 0.15
H 3.4285 -3.5620 6.3115 0.32 0.30 -0.18
H 0.9993 -3.8465 2.3961 0.21 0.15 -0.24
H 4.9212 0.2350 -6.5539 -0.08 0.00 -0.04
H 2.3100 -0.1143 -3.8111 0.17 0.09 0.20
H 3.1304 -3.8161 8.0090 0.04 -0.44 0.27
H -12.0568 1.7661 -2.0551 0.06 0.08 0.15
H 5.1923 2.1721 0.6014 0.09 0.02 0.03
H 6.2747 -0.8463 -6.8240 0.00 -0.08 -0.04
H -1.3643 2.7597 1.1475 0.02 0.03 -0.09
H -3.9405 4.6157 -3.6807 0.04 0.00 -0.08
H 2.7532 -0.2144 -5.4954 0.16 0.06 -0.05
H 0.0932 3.7537 1.2514 0.06 0.06 0.00
H 2.3982 -3.9860 4.3673 0.04 0.47 0.40
H -1.1044 -2.7664 4.2611 -0.22 -0.15 0.27
H -11.3186 0.8135 -0.7498 0.02 0.00 0.01
H 3.5087 -2.5746 2.7228 -0.35 0.02 0.12
H -0.4689 -2.0362 2.8227 -0.28 -0.05 -0.34
H -5.6094 2.4861 -5.1412 -0.04 0.00 0.08
H 5.7151 4.0910 -0.8562 -0.06 -0.13 0.16
H 4.1415 4.3742 -0.0844 0.02 -0.03 0.00
H 5.8622 -4.2298 3.2728 0.35 0.25 0.22
H 4.6573 5.3298 -1.4877 -0.23 0.01 0.03
H 5.8378 0.7268 -2.0182 -0.19 0.02 -0.12
H -11.0602 4.9697 -1.0427 0.01 0.01 -0.02
H 1.5106 1.7146 1.2137 0.03 -0.16 0.11
H 4.3756 -5.7514 1.7597 0.22 -0.31 0.02
H -9.5209 4.2131 -0.5950 0.02 0.06 -0.06
H -2.1831 -0.1430 -1.2030 -0.18 -0.10 0.14
H 3.6918 -5.2320 3.2905 0.18 0.01 0.29
H 3.3511 -1.7839 -6.6605 -0.01 0.08 0.03
H 3.2326 -4.4580 1.8053 -0.16 0.19 -0.23
H -11.0123 3.3036 -0.4527 -0.08 0.02 -0.03
H 0.5537 1.7844 -0.2433 -0.10 0.00 -0.11
H 2.1681 -2.6698 7.1233 -0.17 0.35 -0.22
H 1.6031 -5.5077 4.0867 0.21 -0.22 -0.06
```
Positions in Å, forces in eV/Å.

- E_HOMO (hartree) = -0.22082
- largest force on an atom (hartree/bohr) = 0.092
- net charge = -1

These are the Löwdin partial charges, in e, on atoms 1 to 6: 0.6552, 0.4581, 0.4579, 0.1156, -0.3388, 0.1068


2.
11 unconnected molecules or ions with the total composition C30H59N5O6S6 in a non-equilibrium geometry. Source: OMol25; level of theory: the ωB97M-V functional and the def2-TZVPD basis.

```
106
Properties=species:S:1:pos:R:3:forces:R:3
S 12.1365 18.4759 22.1164 -0.41 0.91 1.56
S 17.2000 32.0421 24.7361 1.56 -0.22 -1.05
S 5.4288 19.2173 19.1475 1.58 0.16 -0.50
S 19.3329 21.8954 20.4364 0.59 2.39 -1.60
S 10.7526 33.0059 19.7123 0.09 -0.43 0.11
S 13.8430 29.2449 12.8366 -0.84 0.04 -0.11
O 18.6730 32.1204 24.3476 -1.70 -0.39 0.47
O 12.5586 29.3294 13.6135 0.66 -0.41 -0.31
O 11.2649 32.9564 21.1247 -0.35 0.40 -0.78
O 6.6429 20.1188 18.9272 -1.55 -1.04 0.23
O 11.4485 18.7000 23.4801 1.22 -0.83 -2.00
O 18.7791 22.7505 19.2570 1.07 -1.94 1.99
N 7.5545 27.3832 12.3720 -2.65 1.53 -0.31
N 4.0434 28.4736 17.9309 -0.61 2.24 0.72
N 14.3857 20.6548 14.8016 -0.26 0.58 -0.58
N 7.4886 23.6474 25.1056 0.07 -0.60 -0.59
N 12.9273 25.9704 20.6626 -0.58 -0.05 -0.32
C 13.4836 30.1821 11.2958 0.60 -0.27 -0.28
C 21.1766 21.6996 20.1682 -1.00 -0.22 -0.20
C 6.5331 23.3518 26.0312 -0.05 0.17 0.51
C 6.7851 24.1290 27.1471 -0.84 -1.23 -0.54
C 9.9049 34.6151 19.4309 1.51 -0.43 0.52
C 8.3591 24.5790 25.6033 -0.19 -0.69 -1.15
C 12.2700 20.0763 14.2905 1.26 0.26 0.46
C 5.5499 27.2497 11.2872 0.59 0.72 0.79
C 4.7224 27.6579 19.8819 0.20 1.57 -0.35
C 14.0492 27.4692 12.2617 -0.63 0.61 -0.50
C 19.6681 23.1912 21.6731 -0.34 0.76 0.01
C 7.4199 26.1414 11.8810 -0.41 -1.32 -0.95
C 16.4609 33.4144 23.7618 0.07 -0.85 0.20
C 5.9014 17.5483 18.4518 -1.08 0.70 -0.35
C 13.3101 19.9434 22.0618 -0.02 -1.22 -0.72
C 13.2631 17.0021 22.2791 -0.24 -0.04 0.48
C 4.8244 26.6938 18.8664 -0.09 -1.83 0.71
C 6.1987 26.0051 11.1902 1.69 0.15 0.38
C 13.0754 20.7821 15.1796 -0.43 -0.58 0.73
C 12.2834 33.2775 18.7034 -0.98 -0.29 0.72
C 4.1910 19.7232 17.9004 0.38 0.01 0.28
C 7.9053 24.9009 26.8339 1.29 1.26 1.36
C 10.7774 26.3818 19.2188 0.08 -0.12 0.56
C 4.2746 28.8198 19.2526 0.18 -1.28 -0.23
C 14.4220 20.0175 13.6012 0.78 -0.45 0.00
C 11.9761 26.1260 20.0306 0.52 0.48 -0.02
C 4.3154 27.1758 17.7064 0.61 -0.05 -0.74
C 13.1694 19.5801 13.3012 -0.47 -0.22 -0.49
C 16.3450 30.6443 23.8372 -0.83 0.94 -0.66
C 6.3552 28.0843 12.0448 0.82 -0.51 0.04
H 13.3432 31.2385 11.5249 0.00 -0.16 0.59
H 8.2292 25.4438 12.0387 -0.17 -0.15 -0.18
H 21.6357 21.2698 21.0585 -0.13 0.17 0.11
H 6.3102 16.8961 19.2236 0.37 0.42 -0.13
H 5.9039 25.1846 10.5528 0.04 -0.12 0.35
H 10.9939 26.3241 18.1520 -0.04 -0.29 0.15
H 13.8720 26.8457 13.1381 0.20 0.25 0.10
H 4.9997 17.0667 18.0735 -0.23 0.01 0.20
H 4.5953 27.5272 10.8653 0.07 -0.03 0.07
H 5.1738 25.6801 18.9963 -0.07 0.01 0.04
H 5.0328 27.5590 20.9116 -0.08 0.02 -0.11
H 15.3820 33.2654 23.7176 0.01 0.26 -0.04
H 3.7532 29.2044 17.2970 -0.05 -0.63 -0.26
H 13.3099 27.1903 11.5108 -0.25 0.25 0.07
H 9.0421 34.7165 20.0893 -0.10 -0.33 -0.39
H 16.9272 33.3598 22.7780 -0.11 -0.05 0.00
H 16.2497 30.8547 22.7720 0.58 0.19 -0.16
H 5.7283 22.6571 25.8413 0.24 -0.06 -0.04
H 12.8506 21.2815 16.1104 -0.17 -0.10 -0.09
H 3.6097 20.5222 18.3605 0.03 -0.06 0.00
H 21.3594 21.0168 19.3384 -0.10 0.25 -0.10
H 16.6513 29.6020 23.9257 0.58 0.41 0.63
H 6.5086 17.7281 17.5647 0.46 -0.01 0.38
H 6.2721 23.9712 28.0843 -0.04 0.55 -0.06
H 12.1087 33.3085 17.6279 -0.14 0.35 0.12
H 12.7417 34.1560 19.1575 0.26 -0.06 -0.36
H 9.7415 34.6866 18.3556 -0.34 0.17 0.18
H 12.6939 20.7996 22.3362 0.17 -0.28 0.50
H 3.5343 18.8967 17.6289 0.10 0.06 -0.02
H 15.3029 30.7260 24.1460 -0.06 -0.11 0.49
H 13.6716 20.1444 21.0533 -0.12 -0.32 -0.20
H 11.2165 19.8565 14.3809 0.11 0.27 -0.01
H 7.7206 23.0588 24.3183 -0.33 0.24 0.02
H 4.1215 29.8392 19.5748 -0.03 -0.20 0.10
H 14.1869 19.7130 22.6670 -0.33 0.36 0.41
H 13.8167 16.6341 21.4153 0.23 1.01 -0.33
H 12.9505 18.9151 12.4788 -0.18 0.28 -0.10
H 10.0468 25.6492 19.5617 -0.19 -0.03 -0.50
H 16.7433 34.3513 24.2419 -0.12 -0.18 0.10
H 15.0200 27.2661 11.8097 0.18 0.33 0.34
H 14.3759 30.1527 10.6704 0.02 -0.24 -0.15
H 8.4156 25.5999 27.4799 -0.15 0.01 0.07
H 10.3613 27.3694 19.4177 0.20 0.01 0.14
H 12.8338 32.3618 18.9196 0.19 0.21 0.09
H 8.3182 27.7468 12.9241 -0.25 -0.18 -0.14
H 15.2315 20.9143 15.2888 -0.53 0.36 0.06
H 10.6609 35.3201 19.7767 -0.12 0.39 -0.22
H 18.7106 23.6039 21.9909 -0.02 -0.37 0.33
H 4.7422 20.1396 17.0572 -0.03 -0.22 -0.08
H 9.2003 24.8384 24.9777 0.01 0.33 0.40
H 21.5028 22.7218 19.9765 0.26 -0.26 -0.15
H 6.1533 29.0891 12.3853 0.29 -0.08 -0.03
H 12.6342 16.1280 22.4480 -0.56 0.35 0.42
H 13.8963 17.1295 23.1572 0.08 0.08 -0.11
H 12.6063 29.8662 10.7312 0.04 -0.43 0.26
H 4.2279 26.7114 16.7353 -0.04 0.15 0.10
H 15.3561 19.9790 13.0604 -0.11 -0.40 0.02
H 20.1356 24.0296 21.1570 0.05 -0.19 -0.49
H 20.3465 22.9688 22.4968 -0.38 -0.58 0.09
```
Positions in Å, forces in eV/Å.

- E_HOMO (hartree) = -0.29215
- largest force on an atom (hartree/bohr) = 0.060

These are the Löwdin partial charges, in e, on atoms 1 to 6: 0.8343, 0.8316, 0.8277, 0.8483, 0.7937, 0.8210


3.
10 unconnected molecules or ions with the total composition C30H60BBr19FN4O3 in a non-equilibrium geometry. Source: OMol25; level of theory: the ωB97M-V functional and the def2-TZVPD basis.

```
118
Properties=species:S:1:pos:R:3:forces:R:3
Br -0.1723 -0.0171 1.6863 -0.02 0.47 -0.48
Br 1.6528 4.3032 -3.9076 -0.02 0.02 -0.02
Br 5.1038 0.1563 0.0770 0.06 0.05 0.01
Br -5.3697 7.7986 -6.0668 0.12 -0.02 -0.02
Br 9.2087 -8.9090 5.9532 -0.10 0.00 0.02
Br -3.8845 -7.2737 -1.5134 -0.01 0.08 -0.08
Br 6.9101 -2.2893 2.1734 -0.04 0.03 -0.05
Br 2.4041 -5.6535 8.4002 0.08 0.07 -0.06
Br -5.1886 -3.9557 -4.9961 -0.01 -0.01 -0.04
Br -1.1426 -0.8839 -3.6146 0.36 -0.54 -0.87
Br -0.6461 7.1745 -3.6209 0.88 0.50 -0.77
Br 4.7494 -8.4959 8.1898 -0.10 -0.03 0.07
Br 8.0446 -11.5595 8.2406 0.08 0.02 -0.03
Br -5.0110 -8.3916 -4.8437 0.03 -0.03 0.05
Br 3.8720 -1.2067 3.8166 -0.09 -0.06 -0.10
Br 1.2239 -3.7049 -3.7450 -0.10 0.03 0.05
Br 2.0003 -4.3456 4.3245 0.04 0.12 -0.08
Br -6.1756 -1.7445 -2.2143 0.05 -0.09 0.01
Br -3.0665 4.9454 -6.3681 -0.19 -0.13 -0.01
F 1.5990 1.8675 3.6466 -0.40 0.06 -0.04
O -1.1154 2.1479 4.4046 0.31 0.97 -0.65
O 1.5049 5.2492 0.5750 0.50 -0.65 0.37
O -0.0073 1.1488 -1.1817 0.02 -0.47 -0.56
N -2.3337 0.7877 -1.7392 -5.52 -0.22 -0.62
N -0.4091 4.1746 1.5331 1.30 -1.03 -0.28
N -0.0955 2.1752 -0.2133 0.05 0.49 1.23
N -2.5680 2.1689 2.4758 1.13 0.42 -1.11
C 0.7046 3.3660 -0.6070 0.94 0.67 -0.04
C -1.1766 6.6903 0.3282 -0.05 -0.39 -0.35
C 3.1228 -8.1433 7.1799 0.29 -0.09 -0.09
C -5.6585 -7.2137 -2.3156 0.03 -0.07 0.27
C 0.3216 4.5514 0.3330 -2.07 1.71 -1.30
C -4.7036 5.3324 -7.3533 0.10 -0.10 -0.23
C 0.0364 2.9333 2.1701 -1.19 -1.02 0.91
C 1.9575 -2.6917 5.3530 -0.22 -0.16 -0.03
C -1.2410 0.8703 -1.5558 5.30 0.77 1.39
C -0.0993 6.1707 -5.2013 -0.10 0.20 0.04
C -3.8526 4.6990 -2.6472 -0.15 -0.06 0.20
C 1.2974 3.0925 3.0620 0.33 1.04 -0.89
C -0.5004 -1.9064 -5.1493 -0.14 -0.04 0.00
C 9.1914 -10.0257 8.5913 -0.23 -0.12 0.17
C 1.2223 4.2397 4.0786 0.68 -0.47 -0.06
C -4.4851 -1.8652 -3.1730 -0.19 0.29 0.13
C -0.6440 5.4846 -0.4962 0.05 0.09 -0.13
C 6.0210 -1.4893 -0.4303 -0.25 -0.01 -0.15
C -1.8145 4.7200 -1.1734 -0.47 0.42 0.41
C -2.8793 5.6284 -1.8516 -0.29 -1.26 -1.09
C 0.0214 4.6997 -4.8993 0.18 -0.04 -0.17
C -4.8278 6.8027 -7.6490 -0.26 0.17 0.15
C 2.9834 -6.6810 6.8498 -0.27 -0.02 0.10
C 2.0566 -1.4879 4.4556 0.26 0.30 0.15
C -5.9388 -8.4477 -3.1335 -0.09 0.09 -0.25
C 8.7289 -8.8062 7.8372 0.23 0.13 -0.11
C -0.3652 -3.3694 -4.8163 0.27 -0.11 -0.03
C 5.8129 -2.5746 0.5928 0.22 -0.11 0.16
C -4.7023 -2.1054 -4.6429 0.15 -0.25 -0.07
C 0.3789 1.7646 1.1437 1.32 0.03 0.69
B -1.2415 2.4034 3.0509 -0.53 -0.60 0.84
H 1.8069 -0.5802 5.0041 -0.06 -0.07 0.02
H -5.4857 -1.4838 -5.0670 0.01 0.01 0.09
H -2.3617 4.0961 -0.4217 0.16 0.25 -0.24
H -3.4807 6.2102 -1.1422 0.48 0.06 -0.15
H -0.8063 4.3131 -4.3091 -0.03 0.10 -0.05
H 1.8365 5.0677 3.6925 -0.51 -0.08 0.14
H -3.9984 -0.9062 -3.0121 -0.04 -0.03 -0.04
H 1.7870 3.1887 -0.4917 -0.50 -0.53 0.13
H -4.6232 4.7609 -8.2765 0.03 0.04 0.02
H 4.7828 -2.6474 0.9334 0.02 0.06 -0.03
H -1.2523 -1.7573 -5.9236 0.00 -0.02 0.04
H 0.4336 -1.4502 -5.4648 0.00 -0.08 0.04
H -1.1001 2.4026 -0.1157 0.15 0.32 -0.24
H 2.2054 -6.5297 6.1061 0.03 -0.07 0.03
H 0.5573 3.5820 -1.6742 -0.25 -0.06 0.50
H -1.4869 4.0101 -1.9576 0.16 0.34 0.30
H 10.2047 -10.3247 8.3395 -0.04 0.07 -0.05
H -1.4124 4.2079 1.3925 0.16 0.17 0.04
H -2.3715 6.2491 -2.6232 -0.85 -0.39 1.30
H 7.6532 -8.6590 7.8803 0.06 -0.08 0.01
H 2.7615 -2.7506 6.0812 0.00 0.04 -0.06
H -1.3696 7.5117 -0.3786 -0.06 -0.21 0.39
H 3.9071 -6.2303 6.4985 0.00 -0.08 0.02
H -0.8836 6.3460 -5.9354 0.09 -0.03 0.09
H -5.7110 -6.2964 -2.8958 0.00 -0.07 -0.04
H -2.1260 6.4247 0.8199 0.33 0.24 -0.01
H -4.3253 5.2209 -3.4914 0.15 -0.06 0.32
H 1.4303 -1.5576 3.5726 -0.04 -0.12 0.08
H 2.2959 -8.5295 7.7689 0.01 0.09 -0.01
H -6.3479 -7.1484 -1.4753 0.00 -0.04 -0.05
H 2.1423 3.2874 2.3725 -0.17 0.00 0.35
H -0.2294 -3.9556 -5.7233 -0.04 0.07 0.00
H 9.2299 -7.9142 8.2102 0.01 -0.06 0.03
H 9.1218 -9.8589 9.6652 -0.01 0.06 -0.05
H -3.9019 7.2474 -8.0019 -0.01 -0.08 0.00
H -2.6656 2.5223 1.5229 -0.31 -0.06 0.17
H -3.7772 -1.9456 -5.1957 -0.01 0.05 0.07
H -1.7948 2.6664 4.8649 -0.12 -0.74 0.13
H -5.5273 4.9438 -6.7614 0.03 0.08 0.02
H -3.9039 -2.6485 -2.6936 -0.02 -0.01 -0.08
H 0.1030 4.1260 -5.8213 -0.01 0.05 0.01
H 1.3282 6.0572 1.0786 -0.16 -0.21 -0.13
H -0.4720 7.0577 1.0881 -0.20 -0.13 -0.22
H 1.0009 -2.7042 5.8728 0.03 0.03 -0.02
H -3.3289 3.8179 -3.0641 -0.12 0.40 0.07
H 1.4776 1.7314 1.0782 -0.44 -0.37 -0.21
H -0.0200 5.9115 -1.3011 -0.09 -0.39 0.32
H 6.1305 -3.5375 0.1962 -0.01 0.06 -0.06
H -5.6140 6.9785 -8.3813 0.03 -0.08 0.01
H 3.2215 -8.7310 6.2686 -0.01 0.07 0.00
H -4.6627 4.2977 -2.0153 0.30 0.16 -0.12
H 0.8264 6.6175 -5.5530 0.03 -0.12 0.06
H 1.7461 3.8902 4.9830 -0.40 0.13 -0.20
H 5.5825 -1.7751 -1.3852 0.00 -0.02 0.05
H 7.0666 -1.2350 -0.5769 -0.03 -0.01 0.08
H -2.7726 1.1729 2.4014 -0.37 0.24 0.59
H -5.6362 -9.3667 -2.6398 0.03 0.08 0.04
H -1.2123 -3.7612 -4.2589 0.00 0.06 -0.04
H 0.2040 4.5646 4.3174 0.33 -0.08 -0.05
H -6.9968 -8.5048 -3.3838 0.02 0.04 0.04
```
Positions in Å, forces in eV/Å.

- E_HOMO (hartree) = -0.39713
- largest force on an atom (hartree/bohr) = 0.108
- net charge = +1

These are the Löwdin partial charges, in e, on atoms 1 to 6: 0.9674, 0.7157, 0.5619, 0.6175, 0.5973, 0.5886


Number 1: orbital gap 7.35 eV, lowest unoccupied orbital energy 1.3 eV. Number 2: orbital gap 8.13 eV, lowest unoccupied orbital energy 0.2 eV. Number 3: orbital gap 7.70 eV, lowest unoccupied orbital energy -3.1 eV.